A:
# C4H5NOS

A single C4H5NOS molecule (ωB97M-V with the def2-TZVPD basis set, the Open Molecules 2025 dataset).

Structure (XYZ):
```
12
Properties=species:S:1:pos:R:3
C 0.53 0.11 -1.12
C 0.86 -0.15 0.27
C -1.70 0.47 -1.99
C -0.36 -0.53 1.11
N -0.67 0.19 -1.46
O 1.54 1.00 2.76
S 0.51 1.08 1.72
H 1.42 0.32 -1.70
H 1.74 -0.65 0.41
H -2.47 -0.05 -2.65
H -0.09 -1.34 1.89
H -1.32 -0.44 0.75
```

Its orbital gap is 0.3011 hartree. As for the molar mass: 115.16 g/mol.

---

B:
# C4H5NOS

A single C4H5NOS molecule (ωB97M-V with the def2-TZVPD basis set, the Open Molecules 2025 dataset).

Structure (XYZ):
```
12
Properties=species:S:1:pos:R:3
C 2.47 -0.45 -0.24
C -0.55 0.88 -0.84
C -1.20 0.17 0.41
C -0.78 -0.94 0.94
N 3.05 -1.08 -1.01
O 0.57 1.41 -0.31
S 1.48 0.48 0.76
H -1.32 1.67 -1.20
H -0.39 0.19 -1.75
H -1.99 0.84 0.94
H -1.01 -1.45 1.95
H -0.34 -1.71 0.32
```

Its orbital gap is 0.3282 hartree. Its SMILES is C=CCOSC#N. As for the molar mass: 115.16 g/mol.

---

List of relative energies, unit hartree: A 0.0482; B 0.0000